Version 1
{"formula": "H2O4S3", "method": "wB97M-V/def2-TZVPD", "e_homo_ev": -10.1, "lumo_ev": 0.205, "charge": 0, "multiplicity": 1, "orbital_gap_ev": 10.309, "symbols": ["S", "S", "S", "O", "O", "O", "O", "H", "H"], "coordinates": [[2.3023, 1.0646, -0.1086], [-1.8779, 0.6249, 0.2735], [0.3912, -0.6129, -0.4347], [-1.0577, -0.8304, 0.3426], [1.1284, -1.8164, -0.2312], [0.9540, 0.5304, 0.6932], [-1.8272, 1.0792, -1.1010], [3.1253, 0.0455, 0.2036], [-3.1383, -0.0849, 0.3625]]}

=====

Version 2
{"formula": "H2O4S3", "method": "wB97M-V/def2-TZVPD", "e_homo_ev": -9.4, "smiles": "O=[S@@H]1=[S@@](=O)(OS)O1", "lumo_ev": 0.096, "charge": 0, "multiplicity": 1, "orbital_gap_ev": 9.521, "symbols": ["S", "S", "S", "O", "O", "O", "O", "H", "H"], "coordinates": [[1.6872, 0.4094, -0.3758], [-2.3593, 0.2852, -1.0130], [-0.3389, 0.0175, 0.9602], [1.5733, 1.6308, 0.3627], [-0.7508, 0.4287, -0.6740], [-1.2847, -0.8748, 1.4808], [0.9132, -0.8628, 0.4957], [-2.4882, -1.0169, -1.2113], [3.0481, -0.0170, -0.0251]]}

=====

Which structure is the least stable? The one labeled version 2.